[1]
{"formula": "C30H51N2RbSe3SiTe", "method": "ωB97M-V/def2-TZVPD", "relative_energy_kcal_mol": 0.0, "molar_mass_g_mol": 917.786, "gap_ev": 3.259, "homo_ev": -0.219, "fmax_ev_per_a": 0.56, "energy_ha": -9069.21946, "total_charge": -2, "symbols": ["H", "C", "C", "C", "H", "C", "C", "H", "H", "H", "H", "C", "H", "H", "H", "C", "H", "C", "H", "Se", "H", "H", "H", "H", "H", "C", "H", "H", "H", "H", "H", "H", "H", "H", "H", "C", "H", "N", "Te", "C", "C", "C", "C", "H", "H", "C", "Rb", "C", "H", "C", "C", "H", "H", "H", "H", "C", "Se", "C", "H", "H", "C", "H", "H", "C", "C", "H", "C", "C", "Si", "H", "H", "C", "C", "H", "H", "H", "C", "N", "H", "C", "H", "C", "H", "H", "H", "H", "H", "Se", "H"], "coordinates": [[-3.08, -0.45, -3.98], [1.03, -2.42, -3.74], [-3.55, 2.68, 2.82], [5.13, 4.69, 2.29], [3.24, 6.59, 1.89], [-2.06, -4.63, -3.36], [-4.52, 2.76, 1.64], [-2.95, -4.02, -3.23], [-3.38, -2.51, -1.89], [-2.56, -1.67, -0.56], [-0.42, -2.61, -5.39], [3.97, 2.16, 1.60], [0.44, -4.10, -5.02], [-1.87, -1.56, 1.80], [2.22, 4.73, 4.16], [1.38, -0.95, -4.00], [-5.35, 3.43, 1.87], [1.33, 1.56, 1.88], [5.42, 4.55, 1.25], [3.94, -5.19, 1.23], [2.82, -2.64, -2.51], [-4.78, 1.21, 3.88], [-3.86, 4.73, 3.41], [1.82, 5.54, 1.76], [2.20, -0.89, -4.73], [-0.13, 1.16, 2.02], [-0.90, 0.12, -1.02], [-2.56, -2.11, -4.34], [4.08, 0.12, 0.90], [-3.62, 2.06, 4.91], [-4.01, 3.14, 0.75], [1.28, -2.80, -5.87], [-0.94, -4.65, -0.10], [2.25, -4.17, -3.14], [-2.55, 4.53, 2.25], [-1.02, -4.38, -2.26], [-0.84, 3.14, 2.43], [-0.41, -0.12, 1.84], [3.49, -4.01, 3.47], [-3.03, 4.09, 3.12], [3.30, 4.79, 3.97], [2.91, 5.58, 1.62], [3.62, 4.54, 2.49], [-2.12, -5.68, -0.92], [-2.31, 4.08, 3.94], [-1.68, -1.26, -2.52], [1.56, -2.25, 0.92], [-1.11, 2.10, 2.33], [5.43, 5.70, 2.59], [-2.71, 0.36, 2.29], [2.35, -3.11, -3.38], [1.10, 3.55, 2.62], [-3.71, -0.03, 2.37], [-4.93, 1.78, 1.39], [-5.08, 2.89, 4.34], [0.55, -3.01, -5.08], [5.39, -3.50, 0.42], [-1.68, -4.67, -0.91], [5.69, 3.98, 2.90], [0.55, -0.37, -4.39], [-2.22, -1.15, -3.95], [1.72, -0.47, -3.08], [-0.35, -6.44, -2.27], [3.44, 0.91, 1.28], [0.08, -5.44, -2.42], [-1.67, -4.43, -4.35], [1.78, 2.82, 2.23], [-2.43, 1.71, 2.48], [-0.19, -2.56, -2.17], [3.79, 4.05, 4.60], [3.12, 5.42, 0.57], [-4.30, 2.18, 4.06], [3.13, 3.15, 2.09], [-2.01, 0.87, -2.19], [0.54, -5.42, -3.41], [-3.62, -0.77, -1.67], [-1.68, -0.51, 1.97], [2.15, 0.62, 1.41], [0.88, -5.31, -1.68], [-2.88, -1.58, -1.61], [3.06, -3.03, -4.22], [-1.20, 0.13, -2.08], [-2.47, -3.96, -0.65], [3.64, 5.78, 4.26], [-0.35, 0.49, -2.65], [-1.47, -0.76, -4.64], [-2.39, -5.68, -3.34], [2.08, -5.48, 4.91], [5.03, 2.31, 1.46]]}



[2]
{"formula": "C30H51N3O2P2Pt", "method": "ωB97M-V/def2-TZVPD", "molar_mass_g_mol": 742.783, "gap_ev": [3.732, 2.001], "homo_ev": [-15.793, -19.209], "fmax_ev_per_a": 6.43, "multiplicity": 5, "energy_ha": -2288.65734, "total_charge": 4, "symbols": ["N", "H", "H", "H", "C", "H", "H", "O", "C", "C", "N", "Pt", "C", "C", "H", "C", "H", "H", "H", "H", "H", "H", "H", "C", "H", "H", "H", "H", "C", "H", "O", "H", "H", "C", "C", "H", "N", "C", "C", "H", "H", "C", "C", "H", "H", "H", "H", "H", "H", "H", "C", "H", "H", "H", "C", "H", "C", "C", "H", "C", "H", "H", "H", "H", "P", "C", "H", "C", "C", "H", "H", "H", "C", "C", "C", "H", "C", "H", "H", "P", "C", "H", "H", "C", "H", "H", "C", "H", "C"], "coordinates": [[-11.68, -3.11, 0.18], [-1.42, 4.33, 2.77], [2.55, -4.43, -1.63], [0.73, -0.10, 3.66], [2.49, 3.72, 0.83], [-1.38, -0.55, -4.15], [-9.59, -0.30, 0.18], [0.05, -1.84, 1.92], [-3.27, -0.19, -0.03], [-9.19, -2.41, -0.12], [-5.16, -1.30, -0.31], [0.63, 0.31, -0.21], [3.00, -1.74, -1.92], [-0.62, 3.54, 0.88], [3.09, -2.68, -2.48], [1.47, -4.46, -1.78], [3.56, 3.89, 1.00], [0.02, 3.93, 0.08], [-2.39, 4.15, -0.15], [1.99, -2.47, -4.37], [-0.12, 0.64, 5.02], [-1.90, 0.24, 2.49], [1.10, -5.40, -1.35], [-0.77, -3.56, -1.13], [-8.49, -4.43, -0.47], [3.49, -0.86, -3.87], [-1.00, -4.44, -0.52], [1.70, 3.38, 2.79], [-0.42, 1.70, 3.17], [4.67, -0.54, -2.58], [0.33, 2.36, -2.53], [-6.10, -3.77, -0.64], [0.20, 4.97, 2.37], [1.94, 2.76, 1.91], [-4.63, -0.07, 0.09], [-1.12, -3.77, -2.16], [-2.95, -1.44, -0.50], [-6.87, -3.01, -0.46], [-6.52, -1.66, -0.30], [-2.70, 2.88, 1.04], [2.31, 0.81, -0.46], [-8.83, -1.06, 0.00], [3.59, -0.63, -2.80], [1.99, 4.70, 0.86], [1.25, -4.48, -2.85], [0.39, -3.25, -4.24], [-1.36, -2.72, -0.73], [-1.22, 5.52, 1.48], [1.37, 1.38, 4.42], [1.04, -3.30, -0.02], [0.46, 0.86, 4.11], [-2.56, 1.88, 2.74], [3.24, 1.87, 3.42], [-1.41, -0.58, -2.37], [-8.21, -3.38, -0.37], [-7.21, 0.37, 0.01], [-0.76, 4.64, 1.95], [-1.84, 1.15, 3.11], [3.13, 0.35, -2.63], [0.73, -3.30, -1.08], [2.38, 3.33, -0.20], [0.64, -1.90, -5.35], [-1.57, -2.09, -3.28], [3.65, -1.05, 0.06], [1.18, -1.57, -1.63], [2.99, 1.73, 2.36], [-4.24, -3.11, -1.02], [-1.06, -1.12, -3.26], [0.34, -1.01, 1.16], [3.93, 1.86, 1.80], [-2.15, 0.87, 4.13], [-1.93, 2.48, -0.52], [-1.99, 3.22, 0.28], [-4.09, -2.10, -0.65], [0.47, -1.27, -3.31], [-5.23, 0.74, 0.45], [3.77, -1.91, -0.61], [-2.50, 0.55, 0.18], [3.47, -2.82, -0.06], [0.29, 2.04, 1.47], [0.42, 1.59, -1.67], [4.84, -1.99, -0.85], [0.91, -0.29, -3.59], [-7.49, -0.68, -0.08], [-0.46, 2.71, 3.61], [2.68, 0.69, 2.25], [-10.56, -2.80, 0.04], [2.25, 0.42, 0.33], [0.91, -2.29, -4.36]]}



[3]
{"formula": "C30H52BrMnN3OP2", "method": "ωB97M-V/def2-TZVPD", "relative_energy_kcal_mol": 0.0, "molar_mass_g_mol": 667.556, "gap_ev": [7.170, 4.754], "homo_ev": [-13.561, -13.481], "fmax_ev_per_a": 5.99, "multiplicity": 6, "energy_ha": -5820.94017, "total_charge": 2, "symbols": ["H", "H", "H", "H", "C", "H", "H", "C", "H", "N", "H", "H", "C", "C", "C", "C", "H", "H", "H", "H", "H", "H", "H", "H", "H", "C", "C", "C", "H", "H", "C", "C", "C", "C", "Br", "H", "H", "C", "C", "C", "N", "H", "C", "C", "O", "C", "C", "H", "C", "H", "H", "H", "C", "P", "C", "C", "H", "H", "H", "H", "C", "H", "H", "C", "H", "H", "H", "C", "H", "H", "H", "P", "H", "H", "C", "H", "H", "H", "C", "H", "H", "C", "N", "H", "H", "H", "Mn", "H", "H", "H"], "coordinates": [[-0.55, 3.51, -3.56], [1.28, 1.50, 4.56], [-1.34, 3.52, -0.43], [-1.77, -2.05, 4.56], [3.30, -1.27, 2.42], [2.85, -2.26, 2.37], [-1.35, 4.30, 1.14], [2.64, 0.26, -2.20], [-0.23, -1.69, 3.75], [-1.63, -2.73, 2.61], [-1.70, -0.74, 3.34], [-1.56, -1.08, -5.12], [-1.47, -0.39, -4.27], [-0.92, -2.69, 1.44], [2.66, -1.06, -2.70], [-0.74, 3.67, 0.47], [-3.00, -4.32, 2.95], [-0.86, -2.99, -1.38], [4.71, -1.85, 3.98], [0.56, 1.33, -3.10], [-2.67, 3.79, 2.61], [-0.15, 3.22, 3.37], [2.35, -1.57, -0.05], [-3.56, -2.69, 3.39], [-3.00, 0.56, -0.49], [-2.99, -3.27, 2.64], [-1.31, -1.74, 3.62], [0.38, 2.42, 2.82], [-3.49, -3.18, 1.67], [-4.40, -1.51, -1.27], [0.60, 1.23, 3.75], [-2.61, -0.34, -0.97], [4.53, 1.18, 2.74], [4.33, -1.04, 3.35], [2.96, -0.48, -6.75], [1.21, 4.48, 1.02], [-1.43, 2.19, -4.27], [-3.71, -0.91, -1.87], [-1.42, -5.06, 1.01], [2.97, -0.23, 1.52], [-1.03, -3.73, 0.57], [1.13, 3.91, -0.67], [0.56, 4.40, 0.14], [3.52, 1.05, 1.77], [-0.18, -1.70, 1.19], [-0.33, -3.65, -0.69], [3.06, 1.30, -3.05], [2.52, -1.91, -2.04], [3.02, -0.21, -4.95], [0.33, 5.42, -0.20], [-0.80, -5.79, 0.47], [-3.34, -1.58, -2.67], [-0.27, 1.68, -2.46], [-0.56, 2.00, 1.27], [2.82, -1.29, -4.07], [-2.29, 1.76, 1.91], [1.34, 2.85, 2.53], [-0.34, 0.88, 4.19], [-2.48, -5.27, 0.76], [5.03, 2.14, 2.87], [-0.79, -1.04, -3.07], [2.77, -2.31, -4.43], [0.70, -3.28, -0.56], [-1.14, 2.62, -3.30], [-1.26, -5.16, 2.09], [-2.96, 1.84, 1.04], [1.07, 0.39, 3.22], [3.20, 1.08, -4.42], [-2.39, 0.73, 2.28], [2.48, 1.57, -0.50], [-4.30, -0.10, -2.32], [-0.92, 0.09, -1.64], [-3.77, 2.58, 3.25], [-2.47, -0.05, -4.01], [-2.73, 2.76, 2.97], [3.27, 2.29, -2.63], [0.19, 2.29, -1.65], [3.44, 1.91, -5.08], [2.22, 0.55, -0.80], [-0.31, -4.65, -1.13], [-1.26, -2.01, -2.84], [2.25, -0.52, 0.26], [4.92, 0.15, 3.49], [-0.88, 0.47, -4.63], [-2.14, 2.69, 3.89], [3.29, 1.94, 1.18], [0.47, 0.19, -0.03], [0.28, -1.22, -3.25], [-2.41, -1.07, -0.16], [-2.04, 2.94, -2.77]]}